# 1
Formula: C8H27B3BeCl17
Source: OMol25
Level of theory: ωB97M-V/def2-TZVPD

Output
Total charge   -1
Energy   -8233.22076 a.u.
Highest occupied orbital energy   -5.7 eV

Last column: Löwdin charge in e.
Cartesian coordinates (Å):
H: -5.9443 -20.8739 6.7071  -0.0099
H: -9.9764 -24.9740 11.5203  -0.0941
Cl: -1.7137 -17.9931 9.8820  0.5052
H: -7.1686 -20.3217 7.9702  -0.0057
H: -4.7052 -22.0145 11.6552  0.0028
H: -7.1358 -26.4657 11.9649  -0.0820
H: -8.0008 -19.5096 10.2223  0.0044
Cl: -7.4405 -19.2517 5.8799  0.4625
H: -6.4647 -23.3294 9.4111  -0.0699
H: -9.0687 -26.0553 12.5222  -0.0806
C: -8.1837 -25.6235 6.1056  -1.0095
Be: -7.7010 -24.7274 10.5953  0.8105
C: -9.5034 -23.4089 14.2416  -0.9231
Cl: -2.8700 -22.2162 13.1818  0.4924
H: -9.3807 -26.3250 10.7254  -0.0757
H: -7.3400 -25.1482 5.6051  -0.0161
H: -2.9142 -23.6733 6.8078  0.0265
Cl: -7.9394 -23.5010 13.3582  0.5566
Cl: -10.8028 -23.6684 8.4602  0.4876
H: -5.9692 -26.5275 10.6413  -0.0962
C: -3.7889 -23.5204 7.4400  -0.9629
Cl: -9.2032 -17.8841 11.3803  0.4626
Cl: -11.1012 -21.1529 9.8320  0.4841
H: -8.9362 -24.8417 6.0024  0.0070
H: -5.2165 -22.4541 13.2937  -0.0035
H: -12.7779 -22.8550 9.7275  0.0383
H: -1.3203 -19.9107 8.5618  0.0307
Cl: -3.6531 -19.6156 8.7407  0.5278
C: -6.9809 -20.6334 6.9427  -0.9987
H: -10.2353 -24.1986 14.0716  0.0345
Cl: -8.0216 -26.0208 7.8357  0.5553
H: -6.9616 -18.1268 10.7529  0.0231
Cl: -3.9365 -24.7551 8.7583  0.5104
C: -4.4644 -22.6272 12.5240  -1.0142
Cl: -8.1249 -21.9507 6.6407  0.5118
H: -7.4683 -27.4059 10.4715  -0.0769
H: -6.3603 -21.5493 9.6426  -0.0260
H: -10.5545 -26.6563 12.0265  -0.0333
H: -11.3998 -23.3253 10.6850  -0.0038
Cl: -7.1656 -19.7950 12.4752  0.5117
Cl: -5.1751 -23.5351 6.3732  0.5589
B: -6.8278 -22.4705 9.9541  -0.5297
Cl: -4.6143 -24.3195 11.9764  0.5373
B: -6.7227 -27.0806 11.1803  -0.4400
C: -11.6890 -22.8219 9.7625  -0.9792
H: -6.6713 -22.6900 10.9988  -0.1207
Cl: -10.2458 -21.9371 13.5943  0.4867
Cl: -1.8682 -18.0210 7.0782  0.5081
Cl: -8.4571 -27.1641 5.2456  0.4959
C: -7.7203 -18.8526 11.0455  -0.9548
H: -7.9020 -22.4906 9.8548  -0.0531
H: -9.3372 -23.3622 15.3179  0.0338
H: -3.7815 -22.5625 7.9602  -0.0104
H: -6.3227 -27.9316 11.7096  -0.0286
C: -1.9955 -19.0562 8.5149  -1.5235
B: -9.7539 -26.0161 11.6896  -0.4446

Cartesian forces (eV/Å) of the 3 atoms listed first:
H -0.35 -0.29 0.19
H -1.75 4.90 -0.28
Cl 0.74 0.14 0.69

# 2
Formula: C8H27F2N9O5Sr
Source: OMol25
Level of theory: ωB97M-V/def2-TZVPD

Output
Total charge   0
Energy   -1420.60917 a.u.
Highest occupied orbital energy   -7.1 eV

Last column: Löwdin charge in e.
Cartesian coordinates (Å):
O: 2.5331 -2.1054 -0.5359  -0.0954
F: 2.0675 -1.2313 2.2382  -0.7824
N: -0.9449 1.1867 0.2710  -0.0260
H: -0.0862 1.3511 2.9881  0.0761
F: -0.2830 -3.5528 -0.1575  -0.7745
H: -1.5672 1.0589 -0.5141  0.0841
H: 1.7444 -2.4897 -3.6128  0.0924
H: -3.2226 2.6277 0.2834  0.1178
C: -4.1923 2.8808 2.4841  -0.1469
H: 3.6050 2.6643 -2.4308  0.1250
C: -0.5486 2.1626 2.4262  -0.0220
H: -2.3865 1.0950 1.9137  0.1117
N: 2.6966 2.2623 -2.2484  0.1846
H: -2.6129 -2.9433 4.4169  0.1201
C: 2.4822 1.7989 -1.0624  -0.7831
O: 0.3754 -1.0116 -2.3081  -0.0808
N: 3.0673 2.5393 -0.2433  0.1874
H: -3.7079 -2.9737 2.8222  0.1209
C: -1.6670 1.7261 1.3919  -0.3938
H: -0.0421 1.5877 0.0604  0.0411
O: 1.7083 0.9440 -0.6568  -0.0550
H: -4.5901 3.3465 3.3858  0.0909
H: 2.1945 1.6499 -2.8752  0.1228
C: -2.0587 -1.9211 2.7798  -0.7470
H: -0.7002 -0.6249 -5.1851  0.1107
N: -1.9385 -2.3444 3.9622  0.1926
N: -0.6462 -0.5269 -4.1813  0.1756
H: -1.0833 -2.2887 4.4966  0.1418
H: -1.0184 2.7909 3.1829  0.0702
H: -0.8667 0.2958 -3.6386  0.1212
H: -5.0692 3.0528 1.8599  0.0878
H: 3.4796 3.4071 -0.5549  0.1250
N: 2.9396 -3.6870 -2.0550  0.1752
N: -3.0800 -2.4507 2.2287  0.1859
H: 4.7934 -1.4650 -0.9270  0.1426
C: 3.3117 -2.6780 -1.2909  -0.7570
N: 0.9662 -2.1102 -4.1328  0.1996
O: -1.2387 -1.2193 2.1343  -0.1261
H: 4.9408 -2.7208 -2.2572  0.1133
H: 0.3134 2.6995 2.0303  0.0708
H: 3.6900 -4.0028 -2.6527  0.1003
O: -3.0315 3.5226 2.1365  -0.1618
H: -1.8692 3.7091 0.4521  0.1286
H: 2.0216 -4.0851 -2.1929  0.1271
H: -3.0453 -2.3600 1.2233  0.1350
H: -4.1102 1.8136 2.6897  0.0875
C: 0.3040 -1.1633 -3.5370  -0.7295
H: 3.1488 2.3694 0.7490  0.1456
Sr: 0.4289 -1.1203 0.2911  1.4860
N: 4.4718 -2.2197 -1.5161  0.1893
H: 0.7928 -2.2220 -5.1215  0.1162
C: -2.4692 2.9753 0.9903  -0.2219

Cartesian forces (eV/Å) of the 3 atoms listed first:
O 0.44 -0.27 0.18
F -0.73 0.44 -0.67
N -1.32 -1.23 -0.13

# 3
Formula: C8H27F3NO7
Source: OMol25
Level of theory: ωB97M-V/def2-TZVPD

Output
Total charge   0
Multiplicity   2
Energy   -1201.79736 a.u.
Highest occupied orbital energy (alpha / beta)   -7.7 / -6.8 eV
<S²>   0.7565

Last column: Mulliken spin population.
Cartesian coordinates (Å):
O: 3.9630 0.7651 -2.0682  0.0010
C: 2.8960 -1.0092 1.9249  0.0000
H: -1.4852 -2.7936 0.8560  0.0001
O: -2.1849 1.6331 -0.5792  0.1132
H: 1.1490 -0.0299 -0.3620  0.0059
H: -1.6728 -2.9165 -3.0854  -0.0001
C: -1.1663 -2.1964 1.7103  -0.0001
H: -2.5647 1.7850 1.4005  0.0081
H: 4.0093 -0.4192 -3.6548  -0.0002
C: -4.2986 0.7492 0.6299  0.0001
H: 2.4656 -1.9320 1.5359  0.0000
H: 4.6349 0.1688 -1.7297  0.0002
H: 2.6375 -0.7597 -2.5337  -0.0001
H: 0.2032 -0.2996 -1.6617  -0.0038
O: -1.9902 -0.1841 0.7233  0.0040
H: 1.8461 2.6394 1.0775  -0.0003
H: 0.5660 1.2113 -1.2006  -0.0129
H: 2.5298 0.5281 -3.6537  0.0017
O: -0.2097 -1.4225 -2.9066  -0.0006
F: -5.0628 1.6475 -0.0060  0.0000
H: -2.2490 -1.3050 -2.5449  0.0000
C: 3.2424 0.0113 -3.0109  -0.0029
N: 0.3280 0.2932 -0.8535  -0.0100
H: 0.6792 2.3009 -2.7729  -0.0244
H: 3.0589 0.7916 1.0879  -0.0001
C: 0.5422 2.3295 2.5245  0.0003
F: -4.8159 0.6042 1.8089  0.0003
H: -0.5448 0.2575 -0.3464  0.0143
C: -1.4311 -2.0245 -2.5075  -0.0010
O: 2.4399 0.0580 1.1025  0.0007
H: -0.1733 -1.5588 -3.8562  0.0000
H: -1.6921 -0.3326 2.7846  -0.0001
C: -2.0606 -0.9070 1.9347  -0.0001
O: 0.9937 2.5473 -1.8813  0.9099
H: -0.1334 -1.8861 1.5525  0.0000
H: 3.9821 -1.0988 1.9017  0.0000
H: 1.3211 1.7220 2.9853  -0.0001
C: -2.7491 1.0730 0.5960  -0.0027
F: -4.6281 -0.4138 0.0310  0.0003
H: -1.1859 -2.8633 2.5723  0.0000
H: 0.1847 3.0401 3.2697  -0.0001
H: -1.4505 -2.2888 -1.4502  0.0003
H: -0.3342 1.7364 2.2631  -0.0010
O: 0.9370 2.8836 1.2658  0.0002
H: 2.5372 -0.8773 2.9457  0.0000
H: -3.0632 -1.2569 2.1808  0.0001

Cartesian forces (eV/Å) of the 3 atoms listed first:
O -0.43 0.85 0.44
C -0.04 0.03 -0.02
H -0.19 0.27 -0.08

# 4
Formula: C8H28FeN14O10
Source: OMol25
Level of theory: ωB97M-V/def2-TZVPD

Output
Total charge   0
Multiplicity   5
Energy   -3104.45010 a.u.
Highest occupied orbital energy (alpha / beta)   -8.5 / -8.5 eV
<S²>   6.0121

Last column: Mulliken spin population.
Cartesian coordinates (Å):
N: -3.4322 -1.0282 -0.5929  0.0000
N: 0.1618 2.8934 -1.0737  0.0002
H: -3.2223 1.7748 -5.0302  0.0000
O: 2.7534 0.5124 2.5973  0.0258
H: 5.0312 1.5650 3.3332  -0.0001
H: -1.3198 0.4342 -2.4487  -0.0014
H: -2.3680 2.9367 2.7792  0.0002
H: -2.8278 -3.5445 1.0078  0.0000
N: 2.0215 2.2263 3.8509  0.0012
H: 2.9271 2.5000 0.1488  0.0004
O: 0.2934 0.5355 1.5508  0.1082
H: -2.6050 -0.4668 -0.4490  -0.0028
N: -2.8118 0.8561 -5.1173  0.0000
C: -2.9985 3.3898 0.9842  0.0001
H: -1.9326 -2.0085 0.9603  0.0076
C: -1.8961 0.3132 -4.3695  0.0000
H: -0.3730 3.3255 -1.8134  0.0000
N: 1.9301 2.6608 0.1664  0.0015
H: -0.1238 1.9926 -0.7171  -0.0008
C: 1.3487 3.3609 -0.7179  -0.0007
C: -3.7098 -2.0672 0.0195  -0.0015
H: 4.2415 2.5719 4.4153  -0.0007
H: 4.5344 -4.1467 0.6937  0.0005
N: -2.7689 -2.5552 0.8129  0.0009
C: 2.9863 1.5445 3.2809  0.0014
O: -1.3196 -0.7627 -4.4519  0.0000
O: 1.8845 4.0986 -1.3903  0.0000
N: -2.2378 2.7285 1.7995  0.0006
N: -2.9318 2.8001 -0.1629  -0.0003
H: 5.5019 -2.4502 0.7064  0.0001
H: 1.3915 2.1295 0.8355  -0.0010
H: -0.0421 -2.3207 -2.5855  -0.0001
N: -1.7509 0.9341 -3.2132  0.0000
H: -3.1105 0.2380 -5.8581  0.0000
H: -3.6536 2.9536 -0.8525  0.0001
O: 2.5632 -1.8556 0.9706  0.0415
H: -0.0882 -2.0763 -0.8000  0.0031
H: 1.1831 1.9714 3.3487  0.0016
H: -2.2774 2.0510 -0.3384  -0.0004
H: -2.2297 1.7940 -2.9865  0.0000
O: -4.7509 -2.6207 -0.1992  0.0001
N: 4.6852 -2.0257 1.1222  0.0039
H: 0.1170 -5.2526 -0.1371  -0.0001
H: 2.7905 -4.2673 0.2837  0.0000
C: 0.0026 -3.8880 -1.5203  0.0000
N: 0.3042 -4.2780 -0.3246  -0.0023
H: 4.6769 -1.0615 1.4227  0.0012
H: 0.2204 -3.5115 0.3277  0.0079
C: -0.4116 0.0369 0.6883  -0.0093
O: -0.3139 -1.1858 0.8754  0.0539
N: 0.0808 -2.6257 -1.6305  -0.0006
C: 3.5788 -2.5196 0.8117  0.0023
O: -1.0356 0.4990 -0.2786  0.0196
O: -3.8312 4.2093 1.2239  0.0001
N: 4.1498 1.9768 3.6044  0.0010
Fe: 1.2126 -1.1643 2.3187  3.7354
H: 2.0579 3.2355 3.8726  -0.0002
N: 3.6238 -3.7467 0.5178  0.0026
H: -4.0422 -0.8759 -1.3834  0.0000
H: -1.6122 2.0190 1.4455  -0.0009
O: -0.2253 -4.7631 -2.3340  0.0002

Cartesian forces (eV/Å) of the 3 atoms listed first:
N 1.53 7.22 -4.12
N -3.41 -0.87 0.31
H 0.27 -0.45 0.17

- The lowest total charge belongs to which entry?
  C8H27B3BeCl17

- What is the formula in the fourth record?
  C8H28FeN14O10